[1]
{
  "formula": "C7H20N2O",
  "method": "ωB97M-V/def2-TZVPD",
  "orbital_gap_ev": 9.758,
  "homo_ev": -8.824,
  "charge": 0,
  "lumo_energy_ev": 0.934,
  "e_above_lowest_kcal_mol": 53.3,
  "elements": ["C", "C", "C", "C", "O", "H", "H", "H", "H", "H", "H", "H", "H", "H", "H", "C", "C", "C", "N", "N", "H", "H", "H", "H", "H", "H", "H", "H", "H", "H"],
  "coordinates": [[2.532, 0.894, 0.372], [3.627, 0.231, 0.911], [2.291, 0.915, -1.101], [1.639, 1.741, 1.215], [1.528, -1.250, 0.745], [1.035, -1.618, 1.488], [2.859, 0.139, -1.611], [1.933, 2.787, 1.081], [2.667, -0.883, 1.002], [4.425, -0.076, 0.246], [3.949, 0.494, 1.912], [2.601, 1.891, -1.488], [1.235, 0.781, -1.326], [1.735, 1.497, 2.270], [0.599, 1.645, 0.908], [-2.471, -0.990, -0.770], [-1.501, 0.018, -0.123], [-2.286, -2.371, -0.148], [-3.883, -0.610, -0.690], [-1.472, 1.357, -0.711], [-2.226, -1.051, -1.838], [-4.180, -0.556, 0.280], [-4.043, 0.299, -1.111], [-1.240, 1.307, -1.697], [-2.377, 1.810, -0.635], [-1.762, 0.129, 0.937], [-0.489, -0.390, -0.156], [-2.932, -3.098, -0.637], [-2.544, -2.345, 0.914], [-1.250, -2.696, -0.236]],
  "forces_ev_per_angstrom": [[1.728, 0.150, 0.451], [-0.006, 2.036, -0.756], [-0.054, -0.225, 0.039], [-0.065, -0.203, 0.019], [1.976, 0.004, 0.522], [0.249, -0.071, 0.047], [0.053, 0.026, 0.010], [-0.016, -0.032, -0.046], [-3.437, -1.208, -0.410], [-0.143, -0.330, -0.101], [-0.229, -0.235, 0.179], [-0.037, -0.015, 0.021], [-0.034, 0.069, 0.030], [0.044, -0.017, 0.041], [-0.033, 0.043, -0.047], [0.107, 0.051, 0.141], [-0.145, -0.108, -0.145], [-0.026, 0.178, -0.112], [0.046, 0.026, -0.014], [-0.054, -0.021, -0.014], [0.019, 0.006, 0.057], [0.014, 0.017, -0.036], [-0.005, -0.056, 0.033], [-0.049, 0.020, 0.030], [0.060, -0.016, -0.021], [0.002, -0.050, -0.007], [0.027, -0.015, 0.027], [-0.009, -0.012, 0.008], [-0.009, -0.001, 0.041], [0.026, -0.011, 0.012]]
}

---

[2]
{
  "formula": "C7H20N2O4PV",
  "method": "ωB97M-V/def2-TZVPD",
  "orbital_gap_ev": 1.718,
  "homo_ev": -7.031,
  "charge": 0,
  "lumo_energy_ev": -5.313,
  "elements": ["C", "C", "C", "C", "C", "P", "N", "N", "O", "C", "C", "O", "H", "H", "H", "H", "H", "H", "H", "H", "H", "H", "H", "H", "H", "H", "H", "H", "H", "H", "H", "H", "O", "V", "O"],
  "coordinates": [[3.698, 0.609, 0.141], [2.985, -0.457, -0.663], [1.626, -0.764, -0.017], [0.568, -1.025, -1.047], [-0.650, -1.727, -0.495], [-2.072, -0.461, 0.111], [-2.051, -1.072, 1.770], [-1.038, 0.858, 0.471], [-2.201, 0.057, -1.524], [-3.544, 0.204, -1.877], [-4.195, 0.890, -0.693], [-3.623, 0.291, 0.419], [4.628, 0.925, -0.304], [3.881, 0.242, 1.139], [3.039, 1.469, 0.179], [2.873, -0.143, -1.692], [3.556, -1.373, -0.649], [1.761, -1.625, 0.627], [1.332, 0.049, 0.628], [0.987, -1.707, -1.786], [0.335, -0.104, -1.558], [-0.427, -2.423, 0.292], [-1.103, -2.290, -1.294], [-2.870, -1.661, -0.241], [-2.865, -1.669, 1.890], [-2.233, -0.289, 2.395], [-1.092, 1.147, 1.438], [-1.209, 1.626, -0.160], [-3.573, 0.783, -2.787], [-4.041, -0.761, -2.000], [-4.028, 1.966, -0.691], [-5.270, 0.756, -0.737], [6.503, 1.821, 1.670], [5.500, 2.519, 2.859], [4.816, 3.337, 4.187]],
  "forces_ev_per_angstrom": [[-0.140, 0.152, -0.455], [-0.245, -0.049, 0.570], [0.495, -0.008, -0.047], [0.176, 0.064, 0.556], [0.299, -0.897, -1.153], [-1.040, 1.256, 0.969], [-0.109, 0.746, -0.503], [-0.245, -0.283, 0.041], [0.409, -0.106, 0.361], [0.284, 0.285, -0.001], [-0.344, 0.253, -0.398], [0.214, -0.600, 0.235], [0.454, 0.012, -0.046], [0.137, -0.039, 0.488], [-0.088, 0.381, 0.219], [-0.065, 0.123, -0.336], [0.363, -0.288, -0.297], [-0.121, -0.340, 0.206], [-0.197, 0.352, 0.163], [-0.048, -0.267, -0.358], [-0.202, 0.199, -0.292], [-0.036, 0.023, 0.670], [-0.422, -0.092, -0.244], [0.227, -0.252, -0.027], [0.193, -0.341, 0.004], [0.126, -0.103, 0.192], [0.182, -0.010, -0.013], [0.116, 0.035, -0.018], [-0.278, 0.058, -0.374], [-0.017, -0.281, -0.226], [0.325, 0.296, -0.075], [-0.311, -0.199, 0.299], [-0.842, 1.256, 1.990], [-0.819, -0.340, -0.384], [1.572, -0.994, -1.717]]
}

---

[3]
{
  "formula": "C7H20N2O6PS",
  "method": "ωB97M-V/def2-TZVPD",
  "orbital_gap_ev": 8.718,
  "homo_ev": -12.752,
  "charge": 1,
  "lumo_energy_ev": -4.034,
  "e_above_lowest_kcal_mol": 13.3,
  "elements": ["C", "C", "O", "C", "C", "O", "C", "P", "S", "H", "H", "H", "H", "H", "H", "H", "H", "H", "H", "H", "H", "H", "H", "C", "N", "O", "O", "H", "H", "H", "C", "N", "O", "O", "H", "H", "H"],
  "coordinates": [[-0.219, -1.575, 2.477], [0.702, -0.890, 1.405], [1.414, 0.141, 2.062], [1.739, 1.207, 1.178], [0.652, 2.292, 1.045], [-0.673, 1.787, 0.843], [-1.304, 1.669, 2.082], [-2.843, 0.648, 1.977], [-4.427, 1.694, 1.042], [-0.320, -0.853, 3.303], [-1.211, -1.825, 2.086], [0.309, -2.440, 2.885], [1.369, -1.683, 1.038], [0.127, -0.544, 0.536], [2.091, 0.833, 0.206], [2.611, 1.710, 1.623], [0.893, 2.874, 0.144], [0.666, 3.016, 1.874], [-0.631, 1.236, 2.841], [-1.606, 2.673, 2.440], [-2.606, -0.502, 1.181], [-3.185, 0.260, 3.301], [-4.669, 1.002, -0.116], [-0.068, 1.039, -2.792], [1.130, 1.877, -3.040], [1.575, 2.514, -2.106], [1.583, 1.867, -4.154], [-0.355, 1.151, -1.751], [-0.858, 1.390, -3.452], [0.198, 0.018, -3.012], [1.396, -3.819, -2.369], [0.795, -2.472, -2.548], [1.113, -1.598, -1.766], [0.025, -2.332, -3.465], [2.062, -3.790, -1.513], [0.582, -4.520, -2.207], [1.942, -4.056, -3.278]],
  "forces_ev_per_angstrom": [[0.770, 0.950, -0.276], [-0.815, -1.401, 0.614], [-0.379, 0.401, -0.596], [0.586, 0.455, 0.403], [0.997, 0.410, -0.771], [-0.527, -0.413, 0.267], [-0.043, 0.409, 0.231], [0.046, 0.182, -1.166], [0.175, -0.062, 0.308], [-0.130, -0.320, -0.129], [0.310, -0.360, 0.101], [-0.466, -0.044, -0.024], [0.175, 0.461, -0.091], [0.155, 0.198, 0.270], [-0.437, 0.009, 0.099], [-0.197, -0.069, -0.134], [-0.103, -0.199, 0.202], [-0.104, -0.421, 0.030], [-0.364, -0.175, -0.089], [-0.187, -0.310, 0.104], [-0.060, 0.347, 0.483], [-0.014, 0.124, -0.559], [0.616, -0.135, 0.718], [-0.362, 0.191, 0.121], [-0.218, -0.108, 0.032], [0.185, 0.189, 0.305], [0.152, 0.003, -0.296], [0.067, 0.024, -0.014], [0.091, -0.014, -0.085], [-0.041, -0.036, -0.157], [0.221, -0.152, 0.180], [0.228, -0.343, 0.071], [0.088, 0.055, 0.275], [-0.273, 0.099, -0.226], [-0.022, 0.075, -0.024], [-0.006, 0.010, -0.141], [-0.116, -0.027, -0.035]]
}

---

[4]
{
  "formula": "C7H20O3Ta",
  "method": "ωB97M-V/def2-TZVPD",
  "orbital_gap_ev": 7.834,
  "homo_ev": -4.421,
  "charge": -1,
  "lumo_energy_ev": 3.413,
  "elements": ["C", "C", "C", "C", "O", "Ta", "O", "C", "C", "C", "O", "H", "H", "H", "H", "H", "H", "H", "H", "H", "H", "H", "H", "H", "H", "H", "H", "H", "H", "H", "H"],
  "coordinates": [[0.760, -2.786, 1.858], [0.644, -2.467, 0.371], [-0.783, -2.197, -0.120], [-1.671, -1.383, 0.822], [-2.475, -0.416, 0.182], [-1.616, 1.254, -0.702], [-3.269, 1.480, -1.967], [0.231, 1.258, 0.653], [1.371, 2.184, 0.177], [2.189, 1.674, -1.001], [1.754, 2.100, -2.280], [0.828, -1.866, 2.427], [-0.090, -3.350, 2.220], [1.676, -3.331, 2.056], [1.281, -1.631, 0.109], [1.024, -3.320, -0.184], [-0.721, -1.728, -1.093], [-1.251, -3.164, -0.285], [-1.116, -0.963, 1.654], [-2.351, -2.103, 1.285], [-0.647, 0.277, -1.983], [-0.977, 2.810, -1.458], [-2.435, 2.379, 0.557], [-3.075, 2.247, -2.537], [0.675, 0.277, 0.805], [-0.089, 1.642, 1.619], [0.989, 3.177, -0.032], [2.080, 2.311, 1.000], [3.230, 1.979, -0.869], [2.152, 0.590, -1.014], [1.682, 3.064, -2.272]],
  "forces_ev_per_angstrom": [[0.270, 0.419, -0.218], [-0.295, -0.242, -0.042], [0.409, -0.276, 0.120], [-0.873, -0.525, 0.105], [1.768, 1.569, -0.892], [-3.995, -1.961, -0.254], [2.095, 0.340, 0.907], [-0.138, 0.728, -1.027], [0.098, -0.333, 0.462], [-0.113, 0.313, -0.009], [0.070, 0.221, -0.286], [-0.145, 0.169, 0.260], [-0.155, -0.238, 0.106], [0.142, -0.250, 0.117], [0.215, 0.228, 0.053], [0.115, -0.150, -0.241], [-0.096, 0.291, -0.171], [-0.217, -0.228, -0.054], [0.315, 0.355, 0.015], [-0.187, -0.040, 0.217], [0.384, 0.427, 0.158], [0.034, -0.015, 0.012], [0.589, 0.304, -0.043], [-0.250, -0.386, 0.236], [-0.067, -0.314, 0.130], [-0.200, -0.132, 0.273], [-0.090, 0.280, -0.180], [0.190, 0.057, 0.175], [0.257, -0.033, 0.065], [0.027, -0.255, -0.104], [-0.158, -0.322, 0.113]]
}

---

[5]
{
  "formula": "C7H20O4",
  "method": "ωB97M-V/def2-TZVPD",
  "orbital_gap_ev": 9.435,
  "smiles": "C/C=C/CCCCO.O.O.O",
  "homo_ev": -9.226,
  "charge": 0,
  "lumo_energy_ev": 0.209,
  "e_above_lowest_kcal_mol": 48.4,
  "elements": ["C", "O", "C", "C", "C", "C", "C", "C", "H", "H", "H", "H", "H", "H", "H", "H", "H", "H", "H", "H", "H", "H", "H", "H", "O", "H", "H", "O", "H", "H", "O"],
  "coordinates": [[1.496, 1.856, -0.499], [2.355, 2.518, 0.466], [1.904, 0.395, -0.544], [1.561, -0.260, -1.914], [0.147, -0.174, -2.424], [-2.309, -2.215, -0.282], [-0.971, -1.905, -0.945], [-0.957, -0.828, -1.752], [1.711, 2.417, -1.410], [0.516, 2.121, -0.132], [2.509, 1.888, 1.185], [3.030, 0.319, -0.461], [1.613, -0.149, 0.353], [2.005, -1.259, -2.037], [2.266, 0.432, -2.524], [0.234, -0.466, -3.496], [-0.064, 0.854, -2.755], [-3.054, -2.652, -0.923], [-2.759, -1.485, 0.344], [-2.071, -3.161, 0.208], [-0.195, -2.622, -0.707], [-1.922, -0.352, -1.926], [1.575, -1.841, 2.933], [1.356, -0.505, 3.887], [1.939, -1.119, 3.448], [-2.256, -0.589, 2.652], [-2.583, 0.675, 1.746], [-2.651, 0.291, 2.624], [-0.970, 2.015, 1.613], [-1.763, 3.235, 1.984], [-1.691, 2.568, 1.291]],
  "forces_ev_per_angstrom": [[1.499, 0.770, 1.355], [0.222, -0.119, 0.332], [0.737, -0.869, -0.615], [2.277, 1.458, 0.164], [1.383, 1.027, -2.898], [1.376, -2.687, -0.487], [-1.748, 1.525, -0.588], [-0.269, -0.967, 1.012], [-0.250, -0.419, -0.274], [-0.804, -0.616, -0.538], [0.001, 0.285, -0.174], [-1.014, 0.502, -0.251], [-0.736, -0.070, 0.054], [-0.296, 0.158, 0.353], [-1.438, -1.320, 0.067], [-0.233, -0.905, 0.388], [-0.327, 0.287, 1.237], [-0.498, 0.563, -0.995], [-0.101, 0.621, 0.617], [-0.322, 0.264, 1.259], [0.499, 0.532, -0.201], [0.039, -0.036, 0.214], [-0.827, 0.419, 0.331], [-0.841, -0.451, -0.264], [1.645, 0.060, -0.091], [-0.122, 0.249, -0.422], [0.114, -0.127, -0.108], [-0.043, -0.225, 0.651], [0.010, 0.008, -0.055], [-0.183, 0.011, -0.096], [0.250, 0.071, 0.025]]
}

---

[6]
{
  "formula": "C7H21IMnOP2",
  "method": "ωB97M-V/def2-TZVPD",
  "orbital_gap_ev": [3.830, 7.958],
  "multiplicity": 6,
  "homo_ev": [-3.547, -8.268],
  "charge": 0,
  "lumo_energy_ev": [0.283, -0.310],
  "elements": ["Mn", "H", "H", "P", "P", "C", "H", "H", "H", "C", "H", "H", "H", "C", "H", "H", "H", "C", "H", "H", "H", "C", "H", "H", "H", "C", "H", "H", "H", "C", "O", "H", "I"],
  "coordinates": [[0.378, 0.000, 0.736], [-1.563, -0.417, 1.040], [-1.535, 0.375, 1.036], [-0.054, -2.009, -0.129], [-0.053, 2.010, -0.118], [1.367, 3.090, 0.298], [1.092, 4.120, 0.014], [1.550, 3.037, 1.377], [2.261, 2.775, -0.256], [-0.405, 2.546, -1.822], [-1.384, 2.168, -2.158], [-0.430, 3.647, -1.822], [0.375, 2.205, -2.514], [-1.359, 2.948, 0.766], [-1.191, 2.898, 1.847], [-1.273, 3.991, 0.427], [-2.353, 2.561, 0.508], [-0.231, -2.546, -1.862], [-0.295, -3.647, -1.866], [-1.150, -2.134, -2.308], [0.634, -2.235, -2.462], [1.294, -3.119, 0.437], [1.357, -3.070, 1.529], [1.042, -4.144, 0.118], [2.250, -2.811, -0.008], [-1.464, -2.924, 0.610], [-2.420, -2.513, 0.257], [-1.371, -3.969, 0.276], [-1.409, -2.881, 1.704], [2.228, -0.008, 0.733], [3.306, 0.006, 1.197], [0.329, 0.057, -0.854], [0.477, -0.007, 3.271]],
  "forces_ev_per_angstrom": [[-2.623, 0.170, 0.006], [-0.842, 1.363, 0.121], [-0.983, -1.329, 0.130], [-0.083, -2.898, 0.034], [-0.140, 2.678, 0.221], [0.028, 0.113, -0.284], [0.214, -0.290, 0.129], [0.048, -0.052, -0.256], [-0.202, 0.074, 0.266], [-0.127, -0.007, -0.269], [0.352, 0.069, 0.081], [-0.025, -0.370, -0.089], [-0.200, 0.017, 0.177], [-0.071, 0.252, -0.219], [-0.089, -0.085, -0.212], [-0.231, -0.198, 0.198], [0.180, 0.124, 0.176], [-0.104, -0.008, -0.297], [0.010, 0.415, -0.085], [0.343, -0.094, 0.130], [-0.227, -0.013, 0.167], [-0.007, -0.117, -0.301], [0.071, 0.043, -0.215], [0.207, 0.288, 0.158], [-0.225, -0.077, 0.215], [-0.081, -0.174, -0.222], [0.186, -0.137, 0.188], [-0.210, 0.258, 0.189], [-0.062, 0.063, -0.209], [4.112, -0.015, -1.740], [1.254, -0.019, 0.918], [-0.014, -0.059, -0.078], [-0.458, 0.016, 0.972]]
}